#A
Molecular formula: H9O4S
Method: DFT, ωB97M-V/def2-TZVPD

Properties
Orbital gap = 6.731 eV
Spin multiplicity = 1
HOMO level = -3.5 eV
LUMO energy = 3.24 eV
Total charge = -1

Element x y z (Å)
S  0.655  -0.221  -0.735
H  0.253  -1.242  -0.008
H  3.008  -0.844  -1.758
H  4.552  -0.930  -2.274
O  3.730  -1.415  -2.109
H  -1.146  3.890  2.079
H  -1.758  4.488  3.434
O  -1.509  4.730  2.459
H  -1.589  -1.514  -3.209
H  -2.131  -2.344  -2.015
O  -2.314  -1.757  -2.713
H  -0.444  -1.640  2.532
H  -0.485  -0.400  1.685
O  -0.823  -0.801  2.632

---

#B
Molecular formula: H9O4S
Method: DFT, ωB97M-V/def2-TZVPD

Properties
Orbital gap = 7.932 eV
Spin multiplicity = 1
HOMO level = -4.1 eV
LUMO energy = 3.80 eV
Total charge = -1

Element x y z (Å)
S  1.433  1.259  -1.599
H  2.390  0.341  -1.819
H  -0.434  0.489  -1.773
H  -0.393  -0.811  -2.443
O  -1.082  -0.212  -2.130
H  0.933  0.742  0.755
H  0.005  -0.348  0.528
O  0.292  0.209  1.271
H  -3.286  0.917  -0.065
H  -2.465  0.014  -1.034
O  -3.335  0.124  -0.602
H  1.319  -0.711  2.573
H  2.678  -0.723  3.300
O  1.946  -1.290  3.038

---

Stability check: which of them is most stable? #B.

---

#A
Molecular formula: C3H8N5
Method: DFT, ωB97M-V/def2-TZVPD

Properties
Orbital gap = 9.532 eV
Spin multiplicity = 1
HOMO level = -13.7 eV
LUMO energy = -4.20 eV
Total charge = +1

Element x y z (Å)
C  -2.308  0.550  -1.563
C  2.218  0.378  -0.624
C  -2.214  -0.621  -1.395
N  -1.594  0.708  1.104
N  1.416  0.387  0.222
N  3.173  0.489  -1.467
N  -0.073  -0.765  2.023
N  -1.281  -0.288  1.688
H  -2.678  1.338  -2.114
H  -0.817  1.367  1.089
H  -1.843  -1.559  -1.095
H  3.822  1.148  -1.373
H  3.052  0.015  -2.336
H  0.119  -1.543  2.702
H  0.726  -0.233  1.477
H  -1.909  -1.118  1.774

---

#B
Molecular formula: C3H8N5
Method: DFT, ωB97M-V/def2-TZVPD

Properties
Orbital gap = 11.291 eV
Spin multiplicity = 1
HOMO level = -17.0 eV
LUMO energy = -5.70 eV
Total charge = +1
SMILES = CC(C)[n+]1nnn[nH]1

Element x y z (Å)
C  0.413  -1.132  -0.040
C  0.423  1.331  0.585
C  -0.199  0.254  -0.365
N  -3.695  0.658  -0.169
N  -3.604  -0.465  0.416
N  -2.505  1.048  -0.589
N  -2.374  -0.843  0.444
N  -1.638  0.233  -0.268
H  0.027  -1.500  0.966
H  1.635  -1.160  -0.002
H  0.149  -1.977  -0.771
H  0.863  0.997  1.470
H  -0.226  2.306  0.845
H  1.174  1.801  -0.088
H  0.067  0.430  -1.337
H  -1.803  -1.557  0.977

---

Stability check: which of them is most stable? #B.

---

#A
Molecular formula: ClHN2O2
Method: DFT, ωB97M-V/def2-TZVPD

Properties
Orbital gap (alpha / beta) = 9.772 / 8.071 eV
Spin multiplicity = 1
HOMO level (alpha / beta) = -10.3 / -9.8 eV
LUMO energy (alpha / beta) = -0.58 / -1.76 eV

Element x y z (Å)
N  0.151  -1.088  1.086
N  2.934  0.010  -0.254
O  3.894  -0.219  0.340
O  1.750  -0.219  -0.062
Cl  -0.663  -1.875  -0.169
H  -0.027  -0.066  0.929

---

#B
Molecular formula: ClHN2O2
Method: DFT, ωB97M-V/def2-TZVPD

Properties
Orbital gap = 10.737 eV
Spin multiplicity = 1
HOMO level = -10.7 eV
LUMO energy = -0.01 eV
SMILES = O=[N+]([O-])NCl

Element x y z (Å)
N  -0.231  0.566  0.039
N  0.064  -0.760  0.073
O  -0.353  -1.349  1.033
O  0.654  -1.193  -0.872
Cl  0.475  1.567  -1.170
H  -0.610  1.169  0.897

---

Stability check: which of them is most stable? #B.

---

#A
Molecular formula: C17H21N3OS
Method: DFT, ωB97M-V/def2-TZVPD

Properties
Orbital gap = 8.811 eV
Spin multiplicity = 1
HOMO level = -8.1 eV
LUMO energy = 0.72 eV
SMILES = O=C(NN1CCCCC1)[C@H]1Cc2c(sc3ccccc23)CN1

Element x y z (Å)
O  -1.298  -1.280  0.166
S  1.453  4.914  -0.829
C  -0.144  -0.905  -0.088
C  1.114  3.196  -0.432
C  -0.248  2.941  -0.206
C  -2.263  6.636  -0.893
C  -3.078  5.499  -0.566
C  -0.869  6.537  -0.956
C  -2.473  4.277  -0.213
C  -0.282  5.289  -0.677
C  -1.066  4.173  -0.330
N  0.902  -1.835  0.013
N  0.815  -3.226  0.307
N  1.542  0.907  0.098
C  2.116  2.133  -0.490
C  0.730  -4.087  -0.879
C  0.022  -3.614  1.492
C  0.589  -5.555  -0.413
C  0.517  -4.931  2.075
C  1.186  -5.761  0.961
C  -0.772  1.543  0.056
C  0.206  0.524  -0.495
H  -2.710  7.560  -1.227
H  -4.138  5.632  -0.543
H  -0.258  7.345  -1.264
H  -3.063  3.449  0.087
H  1.807  -1.380  -0.159
H  1.408  1.070  1.112
H  2.409  2.023  -1.547
H  3.007  2.406  0.088
H  -0.141  -3.765  -1.528
H  1.638  -3.979  -1.440
H  0.039  -2.843  2.269
H  -1.026  -3.713  1.152
H  1.104  -6.199  -1.130
H  -0.475  -5.818  -0.416
H  1.234  -4.769  2.881
H  -0.349  -5.465  2.414
H  1.054  -6.766  1.299
H  2.230  -5.496  1.017
H  -0.885  1.368  1.157
H  -1.768  1.404  -0.358
H  0.184  0.562  -1.567

---

#B
Molecular formula: C17H21N3OS
Method: DFT, ωB97M-V/def2-TZVPD

Properties
Orbital gap = 8.692 eV
Spin multiplicity = 1
HOMO level = -8.6 eV
LUMO energy = 0.07 eV
SMILES = CC(C)c1nc(SCC(=O)N2CCCC2)c2ccccc2n1

Element x y z (Å)
C  -0.275  -2.938  -1.656
H  -0.808  -3.886  -1.646
H  0.597  -3.035  -2.300
H  -0.935  -2.174  -2.057
C  0.151  -2.568  -0.233
C  0.936  -1.289  -0.266
N  2.153  -1.275  0.200
C  2.842  -0.115  0.159
C  4.158  -0.065  0.656
C  4.859  1.110  0.617
C  4.286  2.276  0.088
C  3.008  2.260  -0.404
C  2.269  1.069  -0.376
C  0.942  0.910  -0.858
N  0.301  -0.222  -0.795
S  0.102  2.282  -1.555
C  -1.407  1.497  -2.190
C  -2.120  0.480  -1.310
O  -2.513  -0.561  -1.805
N  -2.411  0.822  -0.046
C  -2.090  2.042  0.664
C  -3.028  2.009  1.869
H  -2.650  2.598  2.702
C  -3.109  0.516  2.180
C  -3.152  -0.110  0.791
H  -2.693  -1.099  0.740
H  -4.178  -0.198  0.415
H  -3.980  0.255  2.777
H  -2.211  0.197  2.710
H  -4.012  2.387  1.589
H  -2.243  2.921  0.035
H  -1.045  2.030  0.998
H  -2.079  2.330  -2.408
H  -1.148  0.993  -3.121
H  2.550  3.146  -0.818
H  4.863  3.188  0.069
H  5.870  1.147  0.998
H  4.583  -0.971  1.059
C  0.945  -3.689  0.425
H  1.243  -3.408  1.432
H  1.846  -3.893  -0.148
H  0.344  -4.594  0.472
H  -0.758  -2.373  0.348

---

Stability check: which of them is most stable? #B.

---

#A
Molecular formula: C5H13NO
Method: DFT, ωB97M-V/def2-TZVPD

Properties
Orbital gap (alpha / beta) = 2.175 / 8.187 eV
Spin multiplicity = 2
HOMO level (alpha / beta) = 1.3 / -4.7 eV
LUMO energy (alpha / beta) = 3.46 / 3.52 eV
⟨S²⟩ = 0.75
Total charge = -1

Element x y z (Å)
C  -0.933  1.005  -2.080
N  1.638  -0.027  -2.318
C  1.110  0.153  -1.024
C  -0.067  0.763  -0.871
C  -0.449  1.511  0.403
C  2.004  0.011  0.172
H  -0.492  1.766  -2.724
H  -1.927  1.291  -1.742
H  -1.081  0.053  -2.590
H  0.938  -0.282  -2.998
H  2.481  -0.571  -2.407
H  0.359  2.169  0.708
H  -0.742  0.868  1.231
H  -1.250  2.184  0.103
H  1.334  -0.074  1.030
H  2.707  -0.816  0.241
H  2.637  0.893  0.255
H  -2.742  -3.789  5.644
H  -2.476  -3.249  4.234
O  -3.049  -3.859  4.732

---

#B
Molecular formula: C5H13NO
Method: DFT, ωB97M-V/def2-TZVPD

Properties
Orbital gap (alpha / beta) = 2.702 / 9.028 eV
Spin multiplicity = 2
HOMO level (alpha / beta) = 1.1 / -5.4 eV
LUMO energy (alpha / beta) = 3.79 / 3.60 eV
⟨S²⟩ = 0.75
Total charge = -1

Element x y z (Å)
C  1.699  0.462  -0.002
N  0.964  -0.310  1.017
C  0.887  -1.698  0.623
C  -0.302  -1.850  -0.335
C  -1.315  -0.906  0.301
C  -0.442  0.089  1.135
H  2.730  0.108  0.030
H  1.750  1.490  0.357
H  1.237  0.457  -0.989
H  1.854  -2.043  0.248
H  0.602  -2.338  1.470
H  -0.581  -2.901  -0.468
H  -0.143  -1.577  -1.388
H  -2.021  -1.429  0.951
H  -1.974  -0.346  -0.367
H  -0.652  1.131  0.876
H  -0.774  0.046  2.177
H  -1.902  2.886  -1.624
H  -0.873  3.902  -1.467
O  -1.162  3.259  -2.127

---

Stability check: which of them is most stable? #B.

---

#A
Molecular formula: C8H34N2O8
Method: DFT, ωB97M-V/def2-TZVPD

Properties
Orbital gap = 9.706 eV
Spin multiplicity = 1
HOMO level = -9.5 eV
LUMO energy = 0.19 eV
SMILES = COC[C@H](C)N.COC[C@H](C)N.O.O.O.O.O.O

Element x y z (Å)
O  5.726  5.021  -2.053
H  5.360  4.588  -1.282
H  4.998  5.062  -2.674
O  4.712  1.954  3.441
H  4.246  1.615  2.676
H  5.580  1.554  3.391
O  2.665  -3.477  2.122
H  2.245  -3.340  2.971
H  2.105  -4.114  1.678
O  2.512  0.734  -0.453
H  2.643  -0.193  -0.253
H  2.155  0.740  -1.341
O  1.827  5.811  -4.721
H  1.185  5.351  -4.179
H  1.336  6.083  -5.496
O  6.955  -4.929  0.600
H  6.990  -5.832  0.916
H  6.056  -4.649  0.772
C  -1.954  -0.528  3.696
C  -2.364  -1.987  3.215
C  -2.275  -3.098  4.344
O  -1.025  -2.982  4.969
C  -0.695  -4.143  5.735
N  -3.727  -1.989  2.706
H  -0.880  -0.513  3.885
H  -2.478  -0.397  4.643
H  -2.203  0.286  3.016
H  -1.694  -2.288  2.410
H  -2.520  -4.097  3.982
H  -3.029  -2.996  5.124
H  -0.437  -4.994  5.105
H  -1.578  -4.473  6.282
H  0.187  -3.947  6.345
H  -3.926  -1.195  2.113
H  -4.321  -1.772  3.494
C  -1.826  -0.484  -3.965
C  -1.650  0.969  -4.378
C  -2.355  2.021  -3.501
O  -2.235  3.312  -4.106
C  -3.107  4.267  -3.605
N  -0.191  1.167  -4.474
H  -1.518  -1.207  -4.721
H  -2.888  -0.631  -3.770
H  -1.236  -0.587  -3.055
H  -2.088  1.064  -5.372
H  -1.996  1.972  -2.472
H  -3.420  1.800  -3.427
H  -4.103  3.825  -3.563
H  -2.996  5.232  -4.098
H  -2.948  4.469  -2.546
H  0.181  0.284  -4.793
H  -0.001  1.668  -5.331

---

#B
Molecular formula: C8H34N2O8
Method: DFT, ωB97M-V/def2-TZVPD

Properties
Orbital gap = 5.075 eV
Spin multiplicity = 1
HOMO level = -6.0 eV
LUMO energy = -0.91 eV

Element x y z (Å)
C  -21.717  -37.131  13.300
C  -21.739  -35.935  14.224
C  -20.433  -35.915  15.201
O  -20.617  -34.729  16.044
C  -19.681  -34.724  17.066
N  -21.689  -34.763  13.335
H  -21.511  -38.023  13.892
H  -20.966  -37.157  12.511
H  -22.688  -37.274  12.826
H  -22.620  -35.999  14.862
H  -19.517  -35.915  14.610
H  -20.473  -36.810  15.821
H  -19.777  -35.588  17.723
H  -19.942  -33.848  17.659
H  -18.632  -34.616  16.791
H  -21.540  -34.020  14.003
H  -22.563  -34.453  12.936
C  -17.488  -33.454  16.475
C  -17.861  -34.265  17.708
C  -16.545  -34.778  18.450
O  -16.805  -35.522  19.663
C  -15.653  -35.786  20.412
N  -18.725  -33.503  18.611
H  -17.649  -34.047  15.574
H  -16.528  -32.939  16.520
H  -18.082  -32.562  16.275
H  -18.499  -35.056  17.314
H  -15.990  -33.867  18.671
H  -15.816  -35.344  17.870
H  -15.240  -34.838  20.756
H  -14.977  -36.438  19.858
H  -16.090  -36.338  21.245
H  -18.867  -33.918  19.521
H  -19.635  -33.483  18.174
O  -20.765  -32.504  17.181
H  -20.671  -31.595  17.467
H  -21.034  -32.440  16.264
O  -22.972  -33.192  19.248
H  -23.498  -33.985  19.151
H  -23.531  -32.491  18.913
O  -20.865  -33.559  18.783
H  -21.795  -33.746  18.908
H  -20.837  -32.973  18.027
O  -20.132  -35.261  19.473
H  -20.592  -34.519  19.082
H  -19.295  -34.899  19.765
O  -21.981  -33.574  20.820
H  -22.558  -33.298  20.109
H  -22.420  -33.272  21.616
O  -20.301  -32.611  20.667
H  -21.059  -33.094  20.995
H  -19.822  -33.247  20.137

---

Stability check: which of them is most stable? #A.

---

#A
Molecular formula: C4H7ClN3
Method: DFT, ωB97M-V/def2-TZVPD

Properties
Orbital gap = 8.582 eV
Spin multiplicity = 1
HOMO level = -13.0 eV
LUMO energy = -4.41 eV
Total charge = +1

Element x y z (Å)
C  0.344  -1.833  -0.090
C  -0.271  1.086  -0.087
C  -0.831  -1.219  0.594
C  1.899  -0.098  -0.718
N  1.345  -1.266  -0.586
N  -1.102  0.195  0.411
N  -0.653  2.328  -0.225
Cl  2.976  0.489  0.440
H  0.327  -2.919  -0.157
H  -1.720  -1.790  0.298
H  -0.675  -1.436  1.665
H  1.989  0.311  -1.719
H  -2.029  0.480  0.745
H  -0.023  3.010  -0.614
H  -1.576  2.660  0.046

---

#B
Molecular formula: C4H7ClN3
Method: DFT, ωB97M-V/def2-TZVPD

Properties
Orbital gap (alpha / beta) = 8.642 / 8.640 eV
Spin multiplicity = 1
HOMO level (alpha / beta) = -13.7 / -13.7 eV
LUMO energy (alpha / beta) = -5.03 / -5.03 eV
Total charge = +1

Element x y z (Å)
C  -1.019  1.070  -1.093
C  0.268  0.419  -1.581
C  -1.559  0.802  0.063
C  0.263  -1.523  -0.150
N  0.778  -0.670  -1.251
N  -0.247  -0.828  0.956
N  0.834  0.053  1.432
Cl  -2.693  1.163  1.129
H  -1.378  1.938  -1.528
H  0.872  0.999  -2.343
H  -0.497  -2.094  -0.656
H  1.008  -2.254  0.214
H  1.617  -0.434  1.936
H  0.586  0.622  2.152
H  1.165  0.735  0.720

---

Stability check: which of them is most stable? #A.

---

#A
Molecular formula: C4H8N2O3S
Method: DFT, ωB97M-V/def2-TZVPD

Properties
Orbital gap (alpha / beta) = 7.264 / 7.623 eV
Spin multiplicity = 1
HOMO level (alpha / beta) = -8.3 / -8.7 eV
LUMO energy (alpha / beta) = -1.06 / -1.04 eV

Element x y z (Å)
C  -0.552  -0.983  0.011
C  -1.113  0.365  0.124
C  -2.564  0.281  -0.167
C  -0.531  1.706  -0.045
N  0.769  -0.885  0.058
N  1.340  -2.077  0.205
O  -1.187  -2.057  -0.086
O  3.447  1.772  0.427
O  4.006  -0.611  0.045
S  3.246  0.584  -0.338
H  -2.968  1.254  -0.664
H  -3.064  0.302  0.805
H  -2.883  -0.582  -0.689
H  -0.691  1.979  -1.011
H  0.500  1.704  0.220
H  -0.946  2.276  0.736
H  0.876  -2.978  0.364
H  2.316  -2.048  0.006

---

#B
Molecular formula: C4H8N2O3S
Method: DFT, ωB97M-V/def2-TZVPD

Properties
Orbital gap = 9.104 eV
Spin multiplicity = 1
HOMO level = -9.8 eV
LUMO energy = -0.66 eV
SMILES = N[C@H](CCSN=O)C(=O)O

Element x y z (Å)
C  0.036  0.134  0.856
C  0.361  -1.133  0.035
C  1.047  -0.875  -1.302
C  -0.286  -0.274  2.312
H  -1.736  0.461  -0.151
H  -0.678  1.685  -0.292
H  0.953  0.750  0.917
H  -0.574  -1.725  -0.094
H  1.012  -1.743  0.662
H  1.837  -0.123  -1.209
H  1.504  -1.787  -1.641
H  -1.547  1.059  2.180
N  -1.039  0.998  0.346
N  0.304  1.439  -2.459
O  -0.237  2.131  -3.254
O  -1.234  0.474  2.879
O  0.286  -1.164  2.879
S  -0.009  -0.308  -2.666

---

Stability check: which of them is most stable? #B.